(1)
{"formula": "C2H7S3", "method": "ωB97M-V/def2-TZVPD", "gap_ev": 5.7, "de_lowest_kj_mol": 94.0, "lumo_energy_ev": 3.507, "charge": -1, "symbols": ["C", "S", "H", "H", "H", "C", "S", "S", "H", "H", "H", "H"], "positions_angstrom": [[1.127551, 1.628479, -0.804173], [0.931198, 2.753162, 0.601994], [1.617145, 2.123612, -1.681998], [0.189453, 1.213881, -1.298982], [1.656481, 0.685274, -0.684567], [-0.851584, -2.264326, 0.360899], [-0.264933, -0.786777, 1.190656], [-1.591886, 0.539465, 0.447621], [-1.296388, -2.992612, 1.054702], [-1.667678, -2.030804, -0.287533], [-0.178130, -2.775877, -0.306699], [0.328774, 1.906528, 1.408081]], "forces_ev_per_angstrom": [[-0.6635, -0.7359, -2.7053], [0.9086, 0.2213, -1.0185], [-0.0324, 0.1913, 1.0460], [0.4956, 1.0867, 1.2717], [0.4802, 0.2716, 0.8919], [-0.5853, -1.1928, 0.2895], [0.3996, -0.5716, 0.0417], [-1.2275, 0.5880, 0.0691], [0.3920, 0.0188, 0.0999], [-0.5937, 0.7445, -0.3001], [0.9135, -0.1929, 0.0437], [-0.4870, -0.4288, 0.2704]]}


(2)
{"formula": "C54H122N18O10P4", "method": "ωB97M-V/def2-TZVPD", "gap_ev": 8.3, "lumo_energy_ev": 0.150, "charge": 0, "smiles": "CN(C)P(=O)(N(C)C)N(C)C.CN(C)P(=O)(N(C)C)N(C)C.CN(C)P(=O)(N(C)C)N(C)C.CN(C)P(=O)(N(C)C)N(C)C.O=C1OCCO1.O=C1OCCO1.CCCC#N.CCCC#N.CCCC#N.CCCC#N.CCCC#N.CCCC#N", "symbols": ["C", "N", "C", "P", "O", "N", "C", "C", "N", "C", "C", "H", "H", "H", "H", "H", "H", "H", "H", "H", "H", "H", "H", "H", "H", "H", "H", "H", "H", "C", "N", "C", "P", "O", "N", "C", "C", "N", "C", "C", "H", "H", "H", "H", "H", "H", "H", "H", "H", "H", "H", "H", "H", "H", "H", "H", "H", "H", "C", "N", "C", "P", "O", "N", "C", "C", "N", "C", "C", "H", "H", "H", "H", "H", "H", "H", "H", "H", "H", "H", "H", "H", "H", "H", "H", "H", "H", "C", "N", "C", "P", "O", "N", "C", "C", "N", "C", "C", "H", "H", "H", "H", "H", "H", "H", "H", "H", "H", "H", "H", "H", "H", "H", "H", "H", "H", "O", "C", "O", "C", "C", "O", "H", "H", "H", "H", "O", "C", "O", "C", "C", "O", "H", "H", "H", "H", "C", "C", "C", "C", "N", "H", "H", "H", "H", "H", "H", "H", "C", "C", "C", "C", "N", "H", "H", "H", "H", "H", "H", "H", "C", "C", "C", "C", "N", "H", "H", "H", "H", "H", "H", "H", "C", "C", "C", "C", "N", "H", "H", "H", "H", "H", "H", "H", "C", "C", "C", "C", "N", "H", "H", "H", "H", "H", "H", "H", "C", "C", "C", "C", "N", "H", "H", "H", "H", "H", "H", "H"], "positions_angstrom": [[4.732837, -8.397175, 3.235573], [5.110537, -9.726415, 2.839983], [4.508887, -10.792885, 3.562533], [5.962967, -10.131185, 1.333893], [6.299287, -11.565265, 1.262083], [4.943387, -9.571105, 0.089493], [4.145557, -10.573335, -0.598247], [4.591907, -8.179065, -0.147647], [7.357047, -9.079425, 1.235483], [8.311167, -9.036615, 2.353293], [8.112557, -8.993855, -0.027307], [5.351047, -7.665045, 2.716063], [4.627367, -8.299925, 4.316093], [3.758087, -8.188365, 2.794703], [5.221837, -11.225645, 4.264343], [4.367697, -11.670775, 2.932073], [3.659277, -10.428865, 4.140233], [3.250897, -10.763545, -0.005387], [3.773887, -10.303115, -1.586667], [4.734317, -11.470905, -0.787587], [4.042847, -8.099235, -1.085867], [3.905497, -7.868295, 0.639983], [5.455697, -7.529345, -0.006807], [8.840947, -9.987445, 2.411213], [9.063697, -8.287535, 2.106953], [7.741537, -8.843535, 3.262323], [8.021767, -7.992275, -0.447647], [7.774637, -9.655725, -0.824697], [9.174387, -9.199395, 0.108223], [-5.814663, -2.812835, -7.358477], [-7.142713, -2.495035, -6.818667], [-7.014093, -1.862875, -5.490237], [-8.453533, -3.535175, -7.108147], [-8.433903, -4.779815, -6.308997], [-9.810313, -2.542985, -6.739727], [-10.000673, -1.194195, -7.276827], [-10.925713, -3.077985, -5.925057], [-8.400743, -3.665875, -8.808027], [-8.449903, -2.533805, -9.745917], [-9.031673, -4.900485, -9.342717], [-5.012333, -2.646335, -6.639697], [-5.690413, -2.247365, -8.282007], [-5.911593, -3.883825, -7.536517], [-6.456823, -2.519475, -4.822087], [-7.986563, -1.598395, -5.074957], [-6.393243, -0.973785, -5.600537], [-10.665473, -0.541255, -6.711317], [-9.050063, -0.703775, -7.486457], [-10.534773, -1.460505, -8.188927], [-11.729963, -2.342335, -5.914687], [-11.355613, -3.998445, -6.320057], [-10.565473, -3.386705, -4.943727], [-7.778253, -1.764085, -9.365757], [-8.214803, -2.859595, -10.759177], [-9.432563, -2.073395, -9.848427], [-8.443553, -5.791035, -9.121057], [-9.152953, -4.819385, -10.422907], [-10.057073, -4.980625, -8.981817], [5.282207, -0.452525, 13.086793], [3.816887, -0.264095, 13.177423], [3.404197, 1.029175, 13.696073], [2.660517, -1.377365, 12.421553], [1.216487, -1.204885, 12.772203], [3.002557, -1.272215, 10.720393], [2.250567, -2.137395, 9.753013], [3.041107, 0.127375, 10.224833], [3.333637, -2.926225, 12.756973], [4.500667, -3.443545, 12.103673], [2.818407, -3.831925, 13.786553], [5.554717, -0.858255, 12.112523], [5.646657, -1.234595, 13.752853], [5.768147, 0.520485, 13.159043], [2.325877, 1.131145, 13.573863], [3.909877, 1.784835, 13.094903], [3.800147, 1.221685, 14.693193], [2.881377, -2.502385, 8.942493], [1.796007, -2.940905, 10.332563], [1.434157, -1.541555, 9.344933], [2.041697, 0.465405, 9.950953], [3.650857, 0.789375, 10.839703], [3.595787, 0.209155, 9.290103], [5.189987, -3.784495, 12.876133], [4.246697, -4.205505, 11.366773], [5.015227, -2.667505, 11.537023], [2.806197, -3.383305, 14.779883], [3.393267, -4.751035, 13.900053], [1.784947, -4.136595, 13.621483], [-3.375463, 9.658255, -7.382037], [-4.410493, 9.025725, -6.564167], [-4.596443, 9.780055, -5.335247], [-4.677803, 7.316635, -6.568357], [-3.708893, 6.528305, -5.777447], [-6.308913, 7.246555, -6.051867], [-7.394573, 7.912855, -6.785457], [-6.702183, 6.293245, -5.018877], [-4.764073, 6.771865, -8.273557], [-5.514893, 7.501075, -9.317497], [-4.701383, 5.372565, -8.513167], [-3.619513, 10.711795, -7.518417], [-3.298413, 9.154255, -8.345437], [-2.409433, 9.591355, -6.881627], [-5.650963, 9.632625, -5.102117], [-4.578933, 10.865475, -5.433487], [-4.002813, 9.355995, -4.525387], [-8.147943, 8.241945, -6.069757], [-7.037123, 8.736955, -7.402867], [-7.876363, 7.175765, -7.427867], [-6.551983, 6.763235, -4.046947], [-7.740043, 6.056705, -5.253377], [-6.144783, 5.364265, -5.138817], [-5.367603, 8.554865, -9.080987], [-5.131543, 7.436155, -10.335787], [-6.601153, 7.412935, -9.336817], [-4.293473, 5.138205, -9.496417], [-5.697053, 4.929485, -8.492307], [-4.004403, 4.878705, -7.836097], [2.696687, 5.144425, -12.147707], [2.560807, 5.287765, -10.938757], [2.827227, 6.409745, -10.271837], [2.566257, 6.186265, -8.931927], [2.765367, 4.680305, -8.766087], [2.316397, 4.287275, -10.079177], [3.244607, 6.781655, -8.320817], [1.590977, 6.586855, -8.655417], [2.101317, 4.358915, -7.963677], [3.819087, 4.439195, -8.625907], [0.256027, -1.425175, 1.347813], [0.664897, -0.537165, 0.529033], [1.283747, 0.626195, 0.820993], [1.396727, 1.465425, -0.326077], [0.694917, 0.682935, -1.385787], [0.677567, -0.623915, -0.783247], [0.969397, 2.460785, -0.204647], [2.429157, 1.632455, -0.633147], [1.266347, 0.745195, -2.311907], [-0.264133, 1.162295, -1.582097], [-4.312063, -7.487885, 0.925433], [-5.171423, -6.199835, 0.647043], [-6.525533, -6.162315, 1.324393], [-7.221473, -4.872115, 1.128433], [-7.735223, -3.851135, 1.013993], [-3.421623, -7.455825, 0.297603], [-4.750103, -8.457015, 0.686643], [-4.042733, -7.547685, 1.979943], [-5.350753, -6.093055, -0.422797], [-4.515053, -5.355315, 0.856943], [-6.365553, -6.338395, 2.388113], [-7.122543, -6.886845, 0.770563], [-4.394663, 3.934815, 2.088023], [-5.314383, 4.790475, 2.999083], [-4.581643, 5.987945, 3.668113], [-3.436443, 5.620195, 4.520503], [-2.500833, 5.358445, 5.161893], [-3.454633, 3.665265, 2.569483], [-4.151293, 4.374285, 1.120693], [-4.823943, 2.995365, 1.739823], [-5.848423, 4.106575, 3.658763], [-6.100103, 5.273815, 2.418453], [-5.359863, 6.427685, 4.291903], [-4.294713, 6.798005, 2.997613], [11.017307, 4.076845, -2.179067], [11.232247, 3.759905, -3.705427], [10.842127, 2.380955, -4.214467], [9.426007, 2.168045, -4.042217], [8.294887, 2.079895, -3.929837], [11.834497, 3.597275, -1.640257], [10.076937, 3.644635, -1.837037], [10.907887, 5.115905, -1.868457], [12.261607, 4.035535, -3.934637], [10.626717, 4.458985, -4.282257], [11.441077, 1.612325, -3.726037], [11.087797, 2.247605, -5.268007], [-5.154253, -2.170745, 6.971753], [-5.227213, -0.861085, 7.851323], [-5.378603, -1.123825, 9.341053], [-6.634313, -1.735965, 9.630803], [-7.641533, -2.256545, 9.872703], [-5.982323, -2.809165, 7.279683], [-4.177783, -2.645825, 7.066133], [-5.121113, -1.791975, 5.950223], [-6.056183, -0.247095, 7.499313], [-4.348713, -0.257715, 7.622713], [-5.209363, -0.255255, 9.977473], [-4.606783, -1.819615, 9.670123], [9.278317, -1.138065, 2.013823], [8.263127, -1.571995, 3.149823], [8.828007, -1.750755, 4.575183], [9.816517, -0.762565, 4.934283], [10.666887, -0.020085, 5.211173], [10.050787, -1.869935, 1.777713], [9.711947, -0.174175, 2.280233], [8.727187, -1.016745, 1.081273], [7.686177, -2.422045, 2.785623], [7.569507, -0.731475, 3.172333], [9.361467, -2.700005, 4.624543], [7.977417, -1.782125, 5.256073], [4.532897, 9.167775, -2.046447], [4.875797, 10.581145, -1.579817], [3.658637, 11.523965, -1.717757], [2.378227, 11.147385, -0.966977], [1.381237, 10.856935, -0.348877], [3.571047, 8.825215, -1.664887], [5.374297, 8.523935, -1.790297], [4.516577, 9.155985, -3.136257], [5.665167, 10.984845, -2.213867], [5.213027, 10.673295, -0.547407], [3.345937, 11.677565, -2.750577], [4.178207, 12.388405, -1.304377]], "forces_ev_per_angstrom": [[-0.6964, 0.0751, -1.3716], [2.4763, -0.1381, -2.3301], [0.8729, -1.2645, 0.6022], [-0.1211, 2.1285, 0.8922], [-0.6219, 0.1917, 0.0195], [1.6730, -0.6535, -0.5519], [-0.2355, -0.3420, 0.1955], [-0.3301, -0.3624, 1.3938], [-1.0894, -0.5281, -0.0778], [-0.8209, -0.4515, -0.3630], [-0.6847, 0.1061, -0.5813], [0.4897, 0.1241, 0.6850], [0.5387, 0.2232, -0.0159], [-0.5936, 0.1798, 0.3179], [0.1222, 0.1849, 0.6597], [-0.9150, 0.2154, -0.1981], [-0.3148, -0.3386, -0.3886], [-0.1598, -0.5806, -0.0112], [0.2994, 0.7456, -0.0363], [-0.1591, -0.1185, 0.4927], [0.5348, 0.2228, -0.1304], [-0.4044, 0.2955, -0.0487], [0.0807, 0.0092, -0.6448], [0.0677, -0.1874, 0.3332], [-0.2381, 0.3011, 0.4467], [0.4520, 0.1194, 0.1643], [0.1093, 0.2313, 0.0558], [-0.2630, -0.2644, 0.2577], [-0.0705, -0.1208, 0.2340], [-1.3914, -0.9228, -0.3858], [-0.5848, 0.7823, 0.7172], [-0.0704, -0.2081, -0.6119], [-0.1473, 2.3940, 0.0834], [-0.4720, 0.1126, -0.9362], [0.8806, -0.9508, 1.4402], [-0.3601, -1.3193, -1.1102], [0.6835, -0.4318, -0.4093], [0.0528, -1.1519, 0.0304], [-0.1030, -0.0081, 0.8345], [-0.1605, 0.6423, 0.0854], [-0.1699, 0.1639, -0.0620], [0.5344, -0.1823, -0.0187], [0.9892, -0.0817, -0.5544], [-0.2362, -0.1696, 0.3153], [0.1055, -0.0727, 0.0159], [-0.1854, 0.2494, -0.0216], [0.2701, -0.2465, 0.5246], [-0.1127, -0.0328, 0.0031], [-0.0460, 1.2746, -0.5731], [0.1746, 0.0156, 0.3758], [0.0219, -0.0253, -0.4376], [-0.2025, 0.4816, 0.2697], [0.1247, 0.0336, -0.3714], [0.5609, -0.0920, 0.1882], [-0.2758, -0.0491, 0.2151], [-0.1779, 0.0863, 0.1761], [0.3683, 0.0967, -0.0476], [-0.0674, -0.3939, 0.2693], [-1.0795, -0.6716, -0.9023], [-1.3535, -1.5101, -0.6815], [0.4562, -0.0629, -0.8723], [1.6178, -0.4859, -0.2583], [1.7721, 0.0153, 0.1943], [0.0411, 0.8389, 0.4256], [0.0370, 0.7092, 1.5758], [0.6654, -0.6461, -0.6235], [-1.2264, 0.8074, 0.0968], [0.5335, 0.6370, -0.5397], [-0.8542, 0.4674, 0.5407], [-0.0694, 0.2876, -0.3170], [0.1111, 0.4679, 0.6226], [0.0970, -0.1986, 0.4328], [0.0963, 0.1187, 0.4597], [-0.2387, 0.4726, -0.2926], [-0.5296, -0.3276, 0.3838], [0.1047, -0.0037, 0.1666], [0.1344, -0.2701, -0.2938], [-0.1178, -0.0811, -0.2024], [-0.1366, 0.4740, 0.5756], [-0.6967, -0.0135, 0.5683], [0.0892, -0.6144, -0.3545], [0.1766, -0.4032, -0.2321], [0.1190, -0.4592, 0.1684], [-0.1110, -0.0602, 0.0486], [0.1539, 0.2806, 0.0945], [0.2813, 0.1937, -0.4733], [-0.0789, 0.0394, -0.3163], [0.0744, -0.8439, -0.0319], [0.1968, -0.4565, -1.5048], [-1.8864, -1.2603, 0.3897], [-1.5954, 0.9981, -1.5889], [-0.7347, -0.0424, -0.3534], [1.7752, 0.4585, -0.2778], [0.4243, -0.7853, 0.3792], [0.0325, 0.3128, -0.9347], [0.3387, 2.1457, 0.7808], [0.5471, 1.5725, 1.1761], [0.3951, -1.0080, -0.0128], [-0.0561, -0.0452, -0.1414], [0.0478, 0.1187, -0.0293], [0.2752, 0.0896, -0.0341], [-0.1139, -0.2063, 0.6565], [0.8580, -0.1364, -0.3816], [0.2386, 0.5452, 0.1737], [0.0411, 0.3206, -0.0061], [0.0197, -0.0043, 0.2827], [-0.2103, 0.0324, -0.2593], [-0.2996, -0.4858, 0.2599], [-0.1506, -0.0750, 0.6084], [0.1402, 0.0715, 0.3874], [-0.0707, 0.2469, -0.0379], [0.3019, -0.7529, 0.1177], [-0.0848, -0.7505, 0.0748], [0.0098, 0.3343, -0.3076], [-0.1491, -0.4098, 0.2671], [-0.3461, 0.0077, 0.3463], [-0.8896, 0.4801, 2.7453], [1.4970, -0.9408, -3.2283], [-0.0048, 0.7836, -1.1343], [0.5201, 0.7272, 2.1504], [-0.9788, 1.6372, -0.3694], [-0.1506, -1.0570, 0.4905], [0.3486, -0.1175, -0.1488], [-0.4223, -0.5271, -0.1910], [0.2222, -0.6838, -0.3266], [-0.1543, -0.3023, 0.0178], [2.0140, 4.2845, -3.7582], [-0.5942, -2.7857, 3.4645], [-0.3279, 0.7269, 1.7055], [0.7475, 0.4871, -0.1599], [0.3249, 0.4571, -0.1296], [-1.6040, -0.8994, -2.4825], [-0.2031, -0.2144, 0.6069], [0.2946, -0.3049, 0.6215], [-0.1050, -0.8064, 0.0270], [-0.5428, -0.9495, 0.1096], [-0.5690, 0.5384, -0.2050], [1.3153, -0.7076, -0.8860], [0.1814, 0.6095, -0.4468], [0.3797, -0.0724, 0.3888], [0.0081, -0.1434, -0.0892], [0.1693, 0.2218, 0.2657], [-0.6090, 0.1917, -0.1134], [0.2134, 0.1596, -0.0142], [0.0632, -0.2346, -0.1731], [-0.2736, 0.1664, 0.4852], [-0.6446, -0.2886, -0.0020], [-0.2340, -0.4249, 0.7862], [-0.1080, -0.0889, -0.4145], [0.8691, -0.1098, -1.3804], [-0.8185, -0.7053, 0.8330], [1.3280, -0.2284, 0.6862], [-1.6291, 0.3554, -1.0481], [-0.0161, 0.1396, 0.1849], [0.1356, 0.7058, 0.1986], [-0.4569, -0.1254, 0.5479], [0.3467, 0.3779, 0.6059], [-0.0484, -0.1672, -0.2590], [0.2293, 0.2336, 0.3855], [0.1704, -0.3938, -0.3404], [-0.3095, -1.2643, -0.6693], [-0.3293, 1.9762, 0.6235], [1.1323, -0.2501, 0.3111], [0.3853, -0.1461, -0.0341], [-0.9796, -0.1350, 0.1436], [-0.1010, 0.1598, 0.3075], [-0.0191, -0.3390, 0.0054], [0.5316, 0.1484, -0.6112], [0.0810, -0.4386, -0.2227], [-0.0326, 0.1935, -0.0253], [-0.2844, -0.2087, 0.2964], [-0.0835, 0.3055, -0.1209], [0.4794, 1.8600, 0.8886], [0.2611, -0.4178, -1.0927], [1.3991, 0.1004, -0.0634], [-2.2958, -1.0555, 0.8280], [1.1634, 0.6357, -0.3700], [0.1068, -0.2197, -0.6897], [-0.1383, -0.2888, 0.5083], [-0.7765, -0.5066, -0.1995], [-0.2129, -0.1145, 0.0589], [0.1912, -0.0426, 0.3629], [-0.3074, 0.2437, -0.1862], [0.1376, -0.1929, -0.0455], [-0.7281, -0.4570, 0.7547], [0.6980, 1.2248, -1.3911], [-0.3678, -0.9311, -1.0866], [1.4793, 1.6387, 0.6905], [-1.3418, -1.0499, -0.4415], [0.1425, -0.0054, 0.3931], [0.2152, -0.1314, -0.0825], [-0.1646, 0.1315, 0.0764], [0.1443, -0.2342, 0.4678], [-0.2363, -0.0480, 0.1839], [-0.1329, -0.2174, 0.1561], [0.2870, 0.0802, 0.2740], [0.9815, 0.2707, -0.0523], [-1.3329, -0.6372, -0.4316], [-0.1869, -0.1866, 0.7375], [-3.1979, -1.0291, 2.7703], [5.1843, 1.4816, -3.3351], [0.2350, -0.1815, 0.1386], [-0.3438, -0.4278, 0.2453], [-0.3109, 0.0435, -0.0845], [0.0065, 0.1277, 0.0478], [0.0279, -0.4440, 0.0258], [0.2476, 0.1159, -0.0079], [-1.3119, 0.8678, -0.0560]]}